DFT (ωB97M-V/def2-TZVPD) results for a molecular structure, C33H48BrN3P2SeW at a distorted geometry.

Structure (XYZ):
```
89
C33H48BrN3P2SeW ωB97M-V/def2-TZVPD
N 3.89 8.01 -0.14
C 4.36 7.06 0.66
C 3.59 5.96 1.03
C 2.28 5.80 0.51
C 1.81 6.82 -0.38
C 2.66 7.91 -0.64
C 1.59 4.55 0.81
W 0.40 1.87 0.32
P -0.72 -2.42 -3.37
C 0.89 3.86 -0.24
C 1.65 2.80 -1.02
C 0.88 1.96 -1.86
C 1.44 0.71 -2.30
C 2.70 0.31 -1.78
C 3.15 0.91 -0.58
C 2.73 2.23 -0.31
Br 3.89 -0.76 -2.69
H 1.62 4.16 1.85
H 0.10 4.42 -0.74
H 4.01 5.16 1.65
H 0.83 6.79 -0.87
H 5.37 7.16 1.04
H 2.33 8.73 -1.29
H 0.06 2.45 -2.40
H 3.32 2.93 0.29
H 1.08 0.20 -3.20
H 3.91 0.44 0.05
P -1.88 1.74 -0.31
C 1.03 -2.58 -3.81
C 1.23 -3.46 -5.06
H 1.56 -3.02 -2.95
H 1.42 -1.57 -3.96
H 2.29 -3.72 -5.16
H 0.66 -4.40 -4.99
H 0.92 -2.94 -5.97
C -1.40 -0.99 -4.22
C -2.19 -1.44 -5.47
H -0.56 -0.33 -4.48
H -2.08 -0.44 -3.55
H -2.38 -0.59 -6.13
H -1.65 -2.21 -6.03
H -3.16 -1.87 -5.17
C -1.00 -2.62 -1.61
C -1.62 -4.03 -1.42
H -1.68 -1.83 -1.25
H -0.04 -2.50 -1.06
H -2.33 -4.07 -0.59
H -2.15 -4.32 -2.35
H -0.84 -4.78 -1.25
C -2.95 0.65 0.65
C -4.27 1.29 1.12
H -2.35 0.24 1.48
H -3.18 -0.19 -0.02
H -4.15 1.87 2.04
H -4.72 1.93 0.35
H -4.99 0.49 1.33
C -2.44 1.49 -2.00
C -2.62 2.65 -2.97
H -3.40 0.96 -1.88
H -1.69 0.76 -2.36
H -3.33 3.39 -2.59
H -1.67 3.13 -3.24
H -3.05 2.21 -3.89
C -2.30 3.44 0.20
C -1.72 3.62 1.60
H -3.40 3.52 0.18
H -1.94 4.17 -0.54
H -0.69 3.17 1.77
H -1.59 4.71 1.80
H -2.42 3.17 2.33
C -1.03 -2.72 2.43
N 0.09 -2.20 3.22
C 0.82 -1.09 2.94
Se 1.00 -0.29 1.06
N 1.75 -1.00 3.94
C 1.66 -2.09 4.81
C 2.42 -2.45 5.92
C 2.06 -3.66 6.55
C 1.01 -4.47 6.04
C 0.28 -4.09 4.91
C 0.61 -2.86 4.34
H -0.70 -3.06 1.43
H -1.81 -1.95 2.31
H -1.43 -3.57 2.99
H 2.44 -0.26 4.02
H 3.24 -1.80 6.25
H 2.60 -3.99 7.44
H 0.77 -5.40 6.56
H -0.53 -4.69 4.47
```

Calculated values
Charge: +4
Relative energy (zero: lowest compared OMol25 entry of this formula, charge and spin) (kcal per mole): 0.0
HOMO level (alpha / beta) (eV): -17.996 / -17.990
2S+1: 3
Expectation value of S²: 2.274
Maximum force (Eh/bohr): 0.074

These are the Mulliken partial charges, in e, on atoms 1 to 6: atom 1 (N): -0.390, atom 2 (C): -0.436, atom 3 (C): -0.334, atom 4 (C): 0.496, atom 5 (C): -0.230, atom 6 (C): -0.455